ORCA calculation (ωB97M-V with the def2-TZVPD basis set) on 2 unconnected molecules or ions with the total composition C3H12N2O at a distorted geometry.

- SMILES = C[C@H](N)CN.O
- highest occupied orbital energy (hartree) = -0.3277
- orbital gap (eV) = 9.79
- relative energy (zero: lowest compared OMol25 entry of this formula, charge and spin) (kcal/mol) = 49.2

ORCA input file:
```
! RIJCOSX wB97M-V def2-TZVPD def2/J DEFGRID3
* xyz 0 1
C -0.141 0.753 -1.918
C -0.560 0.716 -0.386
N -0.282 -0.733 0.026
C -2.105 0.854 -0.121
N -2.461 1.649 1.010
H -0.096 -0.385 -2.355
H -0.932 1.264 -2.487
H 0.827 1.230 -1.999
H 0.123 1.490 0.126
H 0.726 -1.150 0.025
H -0.719 -1.020 0.850
H -2.567 -0.135 -0.073
H -2.605 1.018 -1.111
H -2.021 1.349 1.936
H -1.963 2.572 1.129
O 4.490 -2.676 1.035
H 5.162 -2.116 1.083
H 4.178 -3.056 1.894
*
```

ORCA calculation (ωB97M-V with the def2-TZVPD basis set) on a molecular structure, C5H11N2O at a distorted geometry.

- highest occupied orbital energy (hartree) = -0.4476
- orbital gap (eV) = 7.61
- relative energy (zero: lowest compared OMol25 entry of this formula, charge and spin) (kcal/mol) = 111.5

ORCA input file:
```
! RIJCOSX wB97M-V def2-TZVPD def2/J DEFGRID3
* xyz 1 1
C 2.406 0.157 0.077
C 1.572 -0.870 -0.006
C -1.739 1.220 0.572
C -0.286 -0.459 -0.572
C -1.565 -0.088 0.029
N 2.229 1.463 -0.218
N -2.594 -1.024 -0.160
O 1.621 -2.154 0.128
H 3.361 -0.126 0.420
H -2.054 0.993 1.605
H -2.520 1.932 0.169
H -0.717 1.783 0.685
H -0.293 -1.468 -1.077
H 0.277 0.302 -0.954
H 2.689 1.998 0.478
H 1.320 1.747 -0.583
H -3.540 -0.762 0.160
H -2.272 -1.966 -0.166
H 2.106 -2.678 -0.587
*
```

ORCA calculation (ωB97M-V with the def2-TZVPD basis set) on a gas-phase ion, C2H5N2O2 (charge +1) at a distorted geometry.

- SMILES = C/C=[N+](/O)N=O
- highest occupied orbital energy (hartree) = -0.5962
- orbital gap (eV) = 9.40
- relative energy (zero: lowest compared OMol25 entry of this formula, charge and spin) (kcal/mol) = 112.3

ORCA input file:
```
! RIJCOSX wB97M-V def2-TZVPD def2/J DEFGRID3
* xyz 1 1
C -1.720 -0.088 -0.369
C -0.377 0.454 0.143
N 0.932 0.111 0.161
O 1.714 0.750 1.030
N 1.275 -1.043 -0.611
O 2.368 -1.453 -0.494
H -1.783 -0.949 -1.024
H -2.568 -0.319 0.373
H -1.956 0.753 -1.013
H -0.559 1.350 0.800
H 2.674 0.433 1.004
*
```

ORCA calculation (ωB97M-V with the def2-TZVPD basis set) on a single C7H5O5P molecule at a distorted geometry.

- highest occupied orbital energy (hartree) = -0.3474
- orbital gap (eV) = 7.76
- relative energy (zero: lowest compared OMol25 entry of this formula, charge and spin) (kcal/mol) = 4.2

ORCA input file:
```
! RIJCOSX wB97M-V def2-TZVPD def2/J DEFGRID3
* xyz 0 1
C 0.139 1.697 0.048
C 1.503 1.723 0.029
C -0.443 0.394 0.135
C 0.062 -0.838 0.221
C 1.411 -1.340 0.488
C -1.222 -1.715 0.120
C -1.875 -0.025 -0.169
O 1.609 -2.415 0.947
O 2.741 -0.084 -1.473
O -1.686 -1.211 -1.113
O -2.217 -0.921 0.870
O -2.684 1.011 -0.459
P 2.392 0.132 -0.106
H -0.606 2.499 0.018
H 2.113 2.461 -0.228
H -1.163 -2.820 0.237
H -3.559 0.753 -0.269
H 3.484 0.700 0.704
*
```